Entry 1:
Density functional theory data (wB97M-V/def2-TZVPD) for an isolated molecule of C5H13N2 at a distorted geometry.

Structure (XYZ):
```
20
Properties=species:S:1:pos:R:3:lowdin_spin:R:1
C -0.7395 -1.5811 1.8011 0.014
C -0.6411 -0.4440 0.7692 0.037
C -0.3833 -1.0613 -0.6154 0.033
C -0.3499 0.1278 -1.4879 0.208
C 0.8268 0.6902 -1.8323 0.405
N 1.1408 2.0843 -1.3778 0.116
N 0.5359 0.4431 1.1097 0.030
H 0.0326 -2.3444 1.8083 0.001
H -0.9458 -1.0321 2.6638 0.003
H -1.8647 -1.9427 1.4560 0.002
H -1.6506 0.1754 0.8163 0.011
H 0.6465 -1.4806 -0.6580 0.001
H -1.2676 -1.5758 -0.8006 0.002
H -1.2978 0.4527 -1.7917 0.036
H 1.7325 0.1060 -2.0994 0.028
H 0.1811 2.5100 -1.3586 0.013
H 1.6658 2.5633 -2.0391 0.007
H 0.7286 1.1313 0.3348 0.023
H 0.1855 1.0753 1.8410 0.012
H 1.4643 0.1027 1.4605 0.017
```

ΔE to the lowest compared entry with this formula, charge and spin: 99.9 kcal/mol
total charge: 0
E_HOMO (spin up / spin down): -3.47 / -6.13 eV
strongest force on any atom: 4.611 eV/A
orbital gap (spin up / spin down): 3.936 / 6.399 eV
spin multiplicity: 2
E_LUMO (spin up / spin down): 0.4675 / 0.2719 eV
energy: -8369.9493 eV


Entry 2:
Density functional theory data (wB97M-V/def2-TZVPD) for a 6-piece molecular cluster, H12O6 overall.

Structure (XYZ):
```
18
Properties=species:S:1:pos:R:3:nbo_charge:R:1
O -0.3776 -0.1012 -2.7695 -0.969
H -1.1339 -0.6117 -3.0586 0.480
H -0.1734 -0.4460 -1.9002 0.498
O 0.4046 -2.2026 2.2187 -0.964
H 1.1288 -2.7047 2.5924 0.479
H -0.2403 -2.1503 2.9241 0.486
O 0.7300 2.1644 -2.0282 -0.977
H 0.3263 2.7523 -2.6666 0.476
H 0.6149 1.2901 -2.4007 0.497
O 0.1281 0.0182 0.0122 -0.977
H 0.4930 0.5613 0.7109 0.497
H -0.0619 -0.8197 0.4341 0.486
O -2.7623 -1.9803 2.5326 -0.945
H -2.4789 -1.8795 1.6239 0.471
H -3.5938 -1.5083 2.5785 0.475
O 2.3726 2.4522 0.1107 -0.973
H 2.8304 3.1298 -0.3868 0.465
H 1.7933 2.0360 -0.5276 0.494
```

ΔE to the lowest compared entry with this formula, charge and spin: 27.1 kcal/mol
total charge: 0
E_HOMO: -10.47 eV
strongest force on any atom: 0.999 eV/A
orbital gap: 10.856 eV
SMILES string: O.O.O.O.O.O
E_LUMO: 0.3816 eV
energy: -12479.9378 eV


Entry 3:
Density functional theory data (wB97M-V/def2-TZVPD) for an isolated molecule of C16H16ClN3O5S at a distorted geometry.

Structure (XYZ):
```
42
Properties=species:S:1:pos:R:3:nbo_charge:R:1
C -3.0789 -2.2263 1.9942 -0.283
H -2.7601 -3.2988 1.8221 0.203
H -2.6732 -1.7712 2.8691 0.194
H -4.1442 -2.0794 1.7333 0.217
O -2.3601 -1.7703 0.7335 -0.550
C -2.4869 -0.2804 0.9955 0.280
C -2.2027 0.1817 -0.2853 0.320
N -1.2685 1.3129 -0.7166 -0.510
C -1.0340 1.7184 -1.9248 0.208
N -1.4217 1.1203 -2.9564 -0.445
C -2.3959 0.3925 -2.7916 0.085
C -2.8449 -0.1798 -1.6626 -0.170
C -3.7732 -1.4886 -1.5250 0.799
O -4.7190 -1.1334 -0.6342 -0.672
O -3.6244 -2.3447 -2.3796 -0.586
H -4.3907 -3.0180 -2.0148 0.517
H -2.7035 -0.3820 -3.6728 0.179
S 0.0753 2.9814 -1.9489 0.335
C 0.6416 3.4986 -0.3622 -0.609
H -0.4118 3.4577 0.4043 0.268
H 0.9304 4.3854 -0.3907 0.224
C 1.3919 2.5257 0.5403 0.720
O 1.6754 2.6216 1.6345 -0.543
N 2.0645 1.6128 -0.2781 -0.652
C 3.0238 0.7091 -0.3874 0.206
C 3.5467 0.2975 1.1394 -0.203
C 4.3612 -0.9467 1.3700 -0.212
C 4.8522 -1.3835 0.2977 -0.274
C 4.2938 -1.3102 -0.8440 0.078
C 3.5195 -0.2827 -1.1322 -0.272
H 3.1638 0.0621 -2.2625 0.201
Cl 4.9049 -2.2606 -2.4034 -0.104
H 5.5391 -2.3118 0.5263 0.221
H 4.6662 -1.0897 2.3550 0.222
H 3.0764 0.8152 1.9689 0.211
H 1.9412 1.8535 -1.3996 0.379
O -1.6097 0.3562 1.7738 -0.565
C -0.2914 -0.0747 2.2213 -0.259
H 0.1153 -0.0609 0.9654 0.172
H 0.1385 0.7447 2.6667 0.215
H -0.1320 -1.1768 2.5407 0.212
H -3.5947 0.2234 1.4208 0.242
```

ΔE to the lowest compared entry with this formula, charge and spin: 422.2 kcal/mol
total charge: 0
E_HOMO: -8.20 eV
strongest force on any atom: 14.846 eV/A
orbital gap: 7.665 eV
SMILES string: COC(OC)c1nc(SCC(=O)Nc2cccc(Cl)c2)ncc1C(=O)O
E_LUMO: -0.5321 eV
energy: -54900.9416 eV


Entry 4:
Density functional theory data (wB97M-V/def2-TZVPD) for an isolated ion of composition ClF3P and charge +1 at a distorted geometry.

Structure (XYZ):
```
5
Properties=species:S:1:pos:R:3:nbo_charge:R:1
F -0.7456 0.2442 -1.3339 -0.463
F -1.1570 -0.6541 0.7271 -0.469
F 0.0406 1.4035 0.6320 -0.463
P 0.0275 -0.0004 -0.0133 2.371
Cl 1.8345 -0.9932 -0.0119 0.023
```

ΔE to the lowest compared entry with this formula, charge and spin: 0.0 kcal/mol
total charge: +1
E_HOMO: -19.75 eV
strongest force on any atom: 3.721 eV/A
orbital gap: 12.292 eV
E_LUMO: -7.4538 eV
energy: -29957.6392 eV


Entry 5:
Density functional theory data (wB97M-V/def2-TZVPD) for an isolated molecule of C6H15NO at a distorted geometry.

Structure (XYZ):
```
23
Properties=species:S:1:pos:R:3:nbo_charge:R:1
O 0.0865 1.8190 -0.5988 -0.750
N 0.5680 -0.2543 0.8077 -0.661
C 1.6166 -0.7440 2.9148 -0.607
C 0.1948 0.2524 -2.4685 -0.626
C -1.9396 1.2040 -1.6164 -0.616
C 0.5492 -1.1987 1.9408 -0.208
C -0.5727 -0.3952 -0.1041 -0.239
C -0.5373 0.7003 -1.1914 0.239
H 0.5121 1.5014 0.2105 0.490
H 1.4550 -0.3498 0.2582 0.365
H 2.5944 -0.6150 2.4037 0.203
H 1.3428 0.2145 3.3906 0.215
H 1.6663 -1.5208 3.6803 0.209
H 1.2391 -0.0100 -2.2636 0.202
H 0.1943 1.0490 -3.1919 0.218
H -0.3394 -0.6144 -2.8576 0.203
H -2.5113 0.3861 -2.0521 0.201
H -1.7892 2.0300 -2.3575 0.217
H -2.4592 1.6556 -0.7671 0.216
H 0.6933 -2.2394 1.6296 0.169
H -0.4478 -1.1567 2.4264 0.193
H -1.5387 -0.3353 0.4400 0.199
H -0.5772 -1.3786 -0.6336 0.170
```

ΔE to the lowest compared entry with this formula, charge and spin: 25.1 kcal/mol
total charge: 0
E_HOMO: -9.43 eV
strongest force on any atom: 1.289 eV/A
orbital gap: 10.363 eV
SMILES string: CCNCC(C)(C)O
E_LUMO: 0.9341 eV
energy: -10002.6667 eV


Entry 6:
Density functional theory data (wB97M-V/def2-TZVPD) for an isolated molecule of C3H7NO at a distorted geometry.

Structure (XYZ):
```
12
Properties=species:S:1:pos:R:3:nbo_charge:R:1
C 0.3906 -0.0388 -0.3837 -0.096
C -0.3006 1.2228 0.0076 -0.441
C -0.8510 -0.0285 0.5043 0.070
H 2.4470 0.0501 -0.1889 0.369
H 1.7307 -1.5366 0.0775 0.370
H 0.1516 -0.3115 -1.4359 0.178
H -0.9030 1.6559 -0.7917 0.231
H 0.1047 1.8496 0.7294 0.223
H -0.4892 -0.2660 1.5874 0.183
H -1.8858 -1.5256 -0.2310 0.472
N 1.6460 -0.5104 0.1922 -0.851
O -2.0409 -0.5609 -0.0671 -0.707
```

ΔE to the lowest compared entry with this formula, charge and spin: 53.7 kcal/mol
total charge: 0
E_HOMO: -9.19 eV
strongest force on any atom: 2.793 eV/A
orbital gap: 10.119 eV
SMILES string: N[C@@H]1C[C@H]1O
E_LUMO: 0.9258 eV
energy: -6760.4218 eV


Entry 7:
Density functional theory data (wB97M-V/def2-TZVPD) for a 2-piece molecular cluster, C15H26Cl2FO4S overall at a distorted geometry.

Structure (XYZ):
```
49
Properties=species:S:1:pos:R:3:nbo_charge:R:1
C -5.6440 1.4076 -0.2501 -0.639
C -5.3927 -0.1628 -0.6869 -0.407
C -3.8819 -0.4492 -1.2986 -0.415
C -2.6940 -0.1488 -0.1894 -0.415
C -1.2684 0.3583 -0.9029 -0.416
C -0.9942 1.9129 -0.4620 -0.418
C 0.5155 2.4705 -0.7721 -0.416
C 1.7292 1.4258 -0.3795 -0.528
C 2.0743 1.4806 1.2564 0.796
O 3.0022 2.4201 1.5912 -0.541
O 1.4007 0.6306 2.2505 -0.579
C 2.1847 -0.5666 2.5908 0.087
S 2.5300 -1.6654 1.0748 -0.028
C 1.3093 -1.3692 3.7631 -0.461
C 1.6648 -2.9661 3.8687 0.035
F 3.1091 -3.2926 3.8509 -0.368
C 3.6440 -0.2129 3.3275 0.678
O 3.7672 0.7643 4.2581 -0.707
O 4.8794 -0.9829 3.0419 -0.791
H -6.7935 1.5119 -0.0095 0.208
H -5.4205 2.1820 -1.1286 0.212
H -5.0227 1.6468 0.7305 0.215
H -6.1706 -0.4029 -1.5596 0.196
H -5.6810 -0.8679 0.2093 0.207
H -3.8362 -1.6187 -1.5204 0.207
H -3.7113 0.1439 -2.3046 0.203
H -3.0499 0.5772 0.6631 0.205
H -2.4829 -1.1984 0.3381 0.205
H -1.4886 0.3082 -2.0725 0.202
H -0.4583 -0.4090 -0.5481 0.223
H -1.3192 2.1145 0.6677 0.216
H -1.7355 2.5822 -1.1143 0.199
H 0.6781 3.4262 -0.0759 0.225
H 0.6608 2.8818 -1.8818 0.208
H 2.7002 1.8410 -0.9365 0.257
H 1.5770 0.3362 -0.7784 0.245
H 1.2636 -1.8050 0.4811 0.083
H 0.1721 -1.3072 3.4052 0.209
H 1.4325 -0.8181 4.7903 0.255
H 1.0398 -3.6096 3.0811 0.173
H 1.2590 -3.3277 4.9317 0.164
Cl 2.7809 1.3917 -3.4804 -0.053
C 3.6001 -0.1128 -3.9698 -0.390
C 2.6416 -1.2902 -4.0463 -0.390
Cl 2.0481 -1.7805 -2.4400 -0.041
H 4.4140 -0.3009 -3.2627 0.236
H 4.0406 0.0730 -4.9537 0.216
H 3.1525 -2.1582 -4.4730 0.220
H 1.7741 -1.0636 -4.6743 0.218
```

total charge: -1
E_HOMO: -3.98 eV
strongest force on any atom: 9.203 eV/A
orbital gap: 6.176 eV
E_LUMO: 2.1965 eV
energy: -62757.1491 eV


Entry 8:
Density functional theory data (wB97M-V/def2-TZVPD) for C29H12BrF2MoN6O9 as an isolated structure.

Structure (XYZ):
```
60
Properties=species:S:1:pos:R:3:nbo_charge:R:1
Mo -0.0057 -0.0077 1.1085 1.782
O 2.6566 0.2441 -1.0197 -0.478
C 1.8837 -0.6314 -0.7983 0.766
O 0.5132 -0.4346 -0.7595 -0.681
C 2.2175 -2.0381 -0.4427 -0.207
C 3.0526 -2.8685 -1.1698 -0.111
C 3.2429 -4.1557 -0.6999 0.026
C 2.6507 -4.6430 0.4504 -0.133
C 1.8269 -3.7936 1.1648 -0.015
C 1.6263 -2.4932 0.7327 0.397
O 0.9251 -1.5951 1.4591 -0.575
N 1.1750 -4.3005 2.3831 0.535
O 0.1224 -3.7867 2.6983 -0.368
O 1.7474 -5.1776 2.9788 -0.325
N 4.1338 -5.0580 -1.4634 0.532
O 4.6811 -4.5886 -2.4319 -0.347
O 4.2390 -6.1902 -1.0602 -0.342
H 3.5450 -2.5386 -2.0732 0.280
H 2.8318 -5.6542 0.7871 0.296
F -0.8799 0.4407 6.3703 -0.289
C -1.3231 -0.0620 5.2193 0.438
C -0.6443 0.2585 4.0517 -0.269
C -1.1251 -0.2809 2.8610 -0.169
C -2.2537 -1.1070 2.8241 -0.111
C -2.8817 -1.3839 4.0317 0.450
F -3.9599 -2.1732 4.0610 -0.299
C -2.4354 -0.8780 5.2377 -0.301
C -2.6490 -1.6044 1.5078 0.218
C -3.7830 -2.3455 1.2112 -0.215
C -4.0236 -2.7202 -0.0992 -0.096
C -3.1313 -2.3543 -1.0914 -0.229
C -2.0208 -1.6156 -0.7386 0.080
N -1.7825 -1.2468 0.5307 -0.480
H 0.2137 0.9095 4.1161 0.247
H -2.9462 -1.1168 6.1590 0.270
H -4.4692 -2.6146 1.9963 0.260
H -4.9110 -3.2879 -0.3413 0.245
H -3.2879 -2.6149 -2.1268 0.253
H -1.3013 -1.2895 -1.4762 0.244
N -1.1758 1.3921 0.4020 -0.483
C -2.0030 1.9726 -0.2122 0.596
C -2.9954 2.5076 -0.9342 -0.379
C -3.8486 1.5531 -1.5681 0.271
N -4.4787 0.7098 -2.0255 -0.246
C -3.1821 3.9153 -1.0295 0.245
N -3.3253 5.0504 -1.1035 -0.197
Br 5.2928 -2.0708 2.5520 0.098
C 5.0154 -0.2322 2.2417 -0.099
C 6.0969 0.6028 1.9982 -0.178
C 5.8855 1.9574 1.7825 -0.186
C 4.6037 2.4787 1.7970 -0.125
C 3.5271 1.6230 2.0258 -0.220
C 3.7264 0.2642 2.2607 -0.144
C 2.1902 2.2251 1.9900 0.829
O 1.8123 3.3324 2.0139 -0.428
O 1.1346 1.1759 1.8038 -0.585
H 7.0980 0.1971 1.9843 0.247
H 6.7289 2.6069 1.5996 0.242
H 4.4258 3.5294 1.6200 0.247
H 2.9066 -0.3970 2.4885 0.217
```

total charge: +1
E_HOMO (spin up / spin down): -12.35 / -12.32 eV
strongest force on any atom: 0.660 eV/A
orbital gap (spin up / spin down): 5.622 / 5.530 eV
E_LUMO (spin up / spin down): -6.7298 / -6.7880 eV
energy: -134955.1965 eV